# 1
{"formula": "C8H24O4S4", "method": "wB97M-V/def2-TZVPD", "charge": 0, "gap_ev": 8.24, "symbols": ["C", "S", "O", "C", "H", "H", "H", "H", "H", "H", "C", "S", "O", "C", "H", "H", "H", "H", "H", "H", "C", "S", "O", "C", "H", "H", "H", "H", "H", "H", "C", "S", "O", "C", "H", "H", "H", "H", "H", "H"], "positions_angstrom": [[0.1106, -1.8711, -3.1711], [0.4746, -0.7131, -4.4281], [1.8486, -0.2701, -4.1371], [0.6716, -1.8171, -5.8511], [-0.9114, -2.1751, -3.1981], [0.2446, -1.3111, -2.1161], [0.9696, -2.5791, -3.0751], [0.2996, -1.2531, -6.7651], [0.0446, -2.6951, -5.7231], [1.6896, -2.0841, -5.8561], [-1.4034, -1.0941, 2.8119], [-0.4544, -0.2701, 1.5579], [0.5966, 0.7919, 2.1029], [0.5856, -1.7171, 1.1289], [-2.2774, -1.6751, 2.2549], [-1.9994, -0.3641, 3.3109], [-0.8624, -1.7271, 3.6709], [1.1486, -1.3841, 0.3969], [-0.0834, -2.3811, 0.5299], [1.1326, -2.1501, 1.9479], [-2.1704, 2.1879, -0.7991], [-2.2794, 0.6329, -1.8111], [-2.1794, -0.4261, -0.8141], [-3.9354, 0.5889, -2.2961], [-1.2664, 2.1629, -0.3141], [-3.0394, 2.1209, -0.0561], [-2.2044, 3.1979, -1.2661], [-4.6194, 0.9439, -1.5441], [-4.0844, -0.2421, -2.9371], [-4.1044, 1.5799, -2.9401], [2.2536, 0.7469, 4.9649], [2.3686, 2.3689, 4.3079], [3.1966, 3.2159, 5.1479], [3.2886, 2.1899, 2.7739], [3.1446, 0.2819, 5.3399], [1.9306, -0.0031, 4.2069], [1.3726, 0.6049, 5.7029], [2.6716, 1.7139, 1.8629], [4.2726, 1.6139, 2.8609], [3.5576, 3.2609, 2.2189]]}

---

# 2
{"formula": "C8H24O5", "method": "wB97M-V/def2-TZVPD", "charge": 0, "gap_ev": 8.50, "symbols": ["C", "C", "C", "O", "C", "H", "H", "H", "H", "H", "H", "H", "H", "C", "O", "H", "H", "H", "H", "C", "O", "H", "H", "H", "H", "C", "O", "H", "H", "H", "H", "C", "O", "H", "H", "H", "H"], "positions_angstrom": [[-1.0135, 2.7395, 1.8224], [-0.2353, 1.8556, 0.9952], [-0.2593, 0.4728, 1.8295], [-0.3741, 0.9339, 3.2176], [-0.5987, 2.3622, 3.2099], [-2.0886, 2.5607, 1.8018], [-0.9362, 3.8046, 1.6037], [0.7776, 2.2552, 0.9456], [-0.6958, 1.6134, 0.0374], [0.7064, 0.0001, 1.6501], [-1.1235, -0.0518, 1.4219], [0.3354, 2.8745, 3.4403], [-1.2656, 2.6785, 4.0120], [2.0409, 0.6373, -1.7801], [2.4344, 1.9276, -2.2451], [2.1782, 0.4541, -0.7144], [0.9801, 0.4057, -1.8756], [2.4858, -0.2546, -2.2212], [2.5026, 1.9578, -3.2022], [1.7168, -2.6861, -2.3652], [1.9377, -2.7406, -0.9517], [0.7112, -3.0241, -2.6154], [1.8935, -1.6653, -2.7041], [2.3666, -3.3825, -2.8953], [2.8362, -3.0708, -0.8789], [0.0457, -0.8377, -0.0317], [0.2768, -1.9784, -0.7852], [0.5040, 0.0336, -0.4996], [-0.9938, -0.5153, -0.0926], [0.3503, -0.7992, 1.0142], [1.2252, -2.1194, -0.8330], [-3.1020, -0.7188, 0.0108], [-3.2538, -1.9369, -0.8116], [-3.3332, 0.2568, -0.4169], [-3.8405, -0.7509, 0.8118], [-2.0971, -0.5550, 0.3999], [-3.0945, -2.7364, -0.3046]]}

---

# 3
{"formula": "C8H25F2NO9S2V", "method": "wB97M-V/def2-TZVPD", "charge": 0, "multiplicity": 4, "s2": 3.754, "gap_ev": [7.49, 9.46], "symbols": ["V", "O", "H", "N", "S", "O", "O", "F", "S", "O", "O", "F", "C", "C", "O", "H", "H", "H", "H", "H", "H", "C", "C", "O", "H", "H", "H", "H", "H", "H", "C", "C", "O", "H", "H", "H", "H", "H", "H", "C", "C", "O", "H", "H", "H", "H", "H", "H"], "positions_angstrom": [[10.4202, -3.5562, 13.7899], [9.6238, -1.8317, 13.0222], [9.9180, -1.1474, 13.6343], [11.1522, -5.4653, 14.3312], [10.2427, -6.7865, 14.8231], [10.1376, -6.9261, 16.2297], [10.3092, -7.9319, 13.9953], [8.8619, -6.1363, 14.3932], [12.5982, -6.1591, 14.3174], [12.8976, -6.7619, 13.0652], [13.0042, -6.8175, 15.5006], [13.4916, -4.8230, 14.3169], [12.2332, -4.7541, 10.3378], [11.9372, -3.3746, 10.8831], [12.0722, -3.3516, 12.3251], [13.3101, -4.9388, 10.3619], [11.9018, -4.8103, 9.2991], [11.7867, -5.5556, 10.9202], [10.9355, -3.0080, 10.6710], [12.6257, -2.6216, 10.4932], [13.0168, -3.4466, 12.4807], [7.6876, -6.2250, 11.2684], [9.0908, -5.6750, 11.3268], [9.1205, -4.4962, 12.1520], [7.3365, -6.5337, 12.2546], [7.6647, -7.1754, 10.7251], [6.9643, -5.5464, 10.8163], [9.4653, -5.4331, 10.3310], [9.7506, -6.3951, 11.8062], [8.6401, -3.7820, 11.7175], [11.5200, 0.0009, 15.6240], [12.3243, -1.2314, 15.2632], [11.6099, -2.4623, 15.3568], [12.1839, 0.8631, 15.6357], [11.0472, -0.1340, 16.5981], [10.7182, 0.1680, 14.9042], [13.1951, -1.2680, 15.9258], [12.7628, -1.1269, 14.2689], [11.8812, -2.9378, 16.1460], [8.5497, -2.8192, 17.4428], [8.2693, -3.8652, 16.3830], [8.6716, -3.3974, 15.0885], [8.2384, -3.2184, 18.4145], [8.0271, -1.8807, 17.2753], [9.6259, -2.7076, 17.5866], [7.1972, -4.0726, 16.3431], [8.7695, -4.7947, 16.6396], [8.0908, -2.6925, 14.7812]]}

---

Looking at E_tot for the records above, in order, we have -2212.64949, -694.94983, -2991.85871 a.u..